Entry 1:
{"formula": "C16H24BrF9O7", "method": "ωB97M-V/def2-TZVPD", "elements": ["C", "C", "Br", "C", "C", "O", "O", "C", "O", "O", "C", "O", "C", "F", "F", "C", "F", "F", "C", "F", "F", "C", "F", "F", "F", "H", "H", "H", "H", "H", "H", "H", "H", "C", "C", "C", "O", "H", "H", "H", "H", "H", "H", "H", "H", "C", "C", "C", "O", "H", "H", "H", "H", "H", "H", "H", "H"], "positions_angstrom": [[-0.44571, 2.01161, 2.04866], [-0.91870, 2.58615, 0.72974], [-2.45793, 3.77484, 1.12171], [-1.43849, 1.52194, -0.25689], [-0.37949, 0.96989, -1.19849], [0.89530, 1.11611, -0.57461], [-0.47775, -0.40714, -1.54047], [0.38710, -0.58854, -2.59076], [0.74719, -1.63576, -2.99267], [0.75841, 0.62465, -3.11393], [-0.13796, 1.58972, -2.62103], [0.47408, 2.82124, -2.57409], [-1.40262, 1.65697, -3.50719], [-2.05265, 0.48501, -3.48930], [-2.21403, 2.58119, -2.92007], [-1.29190, 2.11632, -5.02176], [-2.34552, 1.53698, -5.63300], [-1.47325, 3.44114, -5.09336], [-0.05992, 1.70873, -5.89265], [-0.46576, 1.88451, -7.16638], [0.16559, 0.40123, -5.71995], [1.28701, 2.52019, -5.74362], [1.74512, 2.83973, -6.95222], [1.11293, 3.64744, -5.06233], [2.20471, 1.78065, -5.13670], [0.30971, 1.25286, 1.86407], [0.03180, 2.79426, 2.63889], [-1.27024, 1.55778, 2.59373], [-0.17910, 3.24319, 0.28639], [-1.81423, 0.68618, 0.34217], [-2.30013, 1.92068, -0.78181], [1.00286, 0.35877, 0.01814], [-0.14613, 3.47289, -2.22114], [0.38278, -1.62686, 5.74345], [1.20566, -1.17492, 4.54710], [2.52261, -0.54795, 4.97514], [0.45870, -0.26124, 3.74061], [0.13784, -0.77351, 6.38286], [-0.55604, -2.07458, 5.41501], [0.92598, -2.35838, 6.34296], [1.40427, -2.02566, 3.89437], [2.34057, 0.33714, 5.59235], [3.09593, -0.23314, 4.10290], [3.12541, -1.24959, 5.55286], [0.26061, 0.52065, 4.26913], [-0.19377, -4.68184, 2.20795], [-0.21066, -3.28259, 1.61195], [-0.92451, -3.25277, 0.27033], [1.12145, -2.78085, 1.48699], [0.34072, -5.36898, 1.54606], [0.31768, -4.68309, 3.17148], [-1.20575, -5.06299, 2.35076], [-0.70476, -2.59810, 2.30493], [-0.41163, -3.89912, -0.44742], [-0.93095, -2.24503, -0.14222], [-1.95517, -3.59798, 0.36544], [1.60274, -3.35000, 0.87593]], "forces_ev_per_angstrom": [[0.42, 0.25, -0.36], [-0.53, -0.07, -0.03], [0.18, 0.06, -0.05], [-0.59, -0.48, 0.09], [1.31, 0.54, 0.41], [-0.30, 0.02, -0.14], [-0.07, 0.22, -0.14], [-0.12, -0.05, 0.03], [0.09, 0.03, 0.03], [-0.50, -0.18, -0.41], [0.01, 0.02, 1.06], [0.19, -0.15, -0.21], [0.00, 0.34, -0.05], [0.07, -0.18, 0.00], [-0.12, 0.07, -0.08], [-0.04, -0.26, 0.09], [-0.07, 0.02, 0.02], [0.17, 0.14, 0.02], [-0.11, 0.13, -0.29], [-0.03, 0.10, 0.01], [0.06, -0.10, 0.02], [0.07, -0.13, 0.00], [0.01, -0.04, -0.01], [0.01, 0.08, -0.06], [0.00, 0.05, 0.06], [-0.03, -0.08, 0.06], [-0.18, -0.02, 0.15], [-0.02, 0.01, 0.03], [0.05, -0.04, -0.04], [0.01, -0.04, -0.06], [0.06, -0.15, -0.21], [0.01, 0.01, 0.03], [-0.01, -0.01, -0.07], [-0.11, -0.01, -0.08], [0.05, 0.06, 0.24], [0.03, 0.05, -0.11], [-0.02, -0.13, -0.07], [0.05, 0.00, 0.03], [0.02, -0.02, -0.01], [0.01, 0.01, 0.01], [-0.03, 0.04, -0.07], [-0.01, -0.04, 0.05], [0.00, -0.03, -0.01], [-0.01, 0.00, 0.01], [0.04, -0.05, 0.06], [0.07, 0.04, 0.11], [-0.06, -0.24, -0.13], [0.02, 0.11, 0.01], [0.04, 0.19, 0.04], [-0.05, -0.01, -0.04], [-0.02, 0.01, 0.01], [0.00, 0.00, -0.01], [0.06, 0.06, 0.01], [-0.02, -0.04, 0.01], [-0.02, -0.07, 0.04], [0.00, -0.02, 0.01], [-0.04, -0.01, -0.02]], "nbo_charge": [-0.6444, -0.1784, -0.0468, -0.5004, 0.4915, -0.7174, -0.5069, 0.9859, -0.5266, -0.4808, 0.4212, -0.6673, 0.5992, -0.2981, -0.3243, 0.5873, -0.2953, -0.2954, 0.5524, -0.2943, -0.2904, 0.9257, -0.2980, -0.3001, -0.2904, 0.2361, 0.2220, 0.2208, 0.2231, 0.2421, 0.2554, 0.4945, 0.4972, -0.6300, 0.0835, -0.6286, -0.7288, 0.1965, 0.2151, 0.2127, 0.1967, 0.1948, 0.2187, 0.2127, 0.4577, -0.6301, 0.0880, -0.6287, -0.7309, 0.1990, 0.2132, 0.2124, 0.1791, 0.2022, 0.2237, 0.2090, 0.4631], "charge": 0, "smiles": "C[C@H](Br)C[C@@]1(O)OC(=O)O[C@@]1(O)C(F)(F)C(F)(F)C(F)(F)C(F)(F)F.CC(C)O.CC(C)O", "homo_lumo_gap_ev": 10.92, "e_homo_ev": -10.427}

***

Entry 2:
{"formula": "C5H6O2", "method": "ωB97M-V/def2-TZVPD", "elements": ["O", "C", "C", "O", "C", "C", "C", "H", "H", "H", "H", "H", "H"], "positions_angstrom": [[-2.14884, -0.22992, -0.99273], [-0.53180, 0.53179, -0.40160], [-0.12792, -0.13060, 0.92433], [0.18998, -1.36001, 0.23753], [0.55039, -0.45948, -0.83875], [1.69018, 0.36160, -0.23851], [1.21484, 0.59511, 0.99182], [-2.67453, -0.30111, -0.18160], [-1.66861, 0.83078, -0.94133], [-0.75751, -0.22607, 1.80910], [0.62348, -0.90470, -1.82838], [2.58267, 0.72288, -0.73356], [1.60375, 1.20030, 1.80073]], "forces_ev_per_angstrom": [[-0.17, 0.08, 0.13], [0.33, 0.01, 0.11], [-0.20, 0.11, 0.41], [0.03, -0.13, 0.02], [0.14, -0.08, -0.42], [-0.01, 0.07, 0.08], [0.05, 0.05, -0.08], [0.03, -0.06, -0.15], [-0.12, -0.05, -0.04], [0.11, 0.05, -0.14], [0.00, 0.09, 0.14], [-0.14, -0.06, 0.09], [-0.06, -0.09, -0.13]], "nbo_charge": [-0.8446, -0.0383, -0.0374, -0.4905, -0.0317, -0.1798, -0.1867, 0.4691, 0.4455, 0.2110, 0.2217, 0.2311, 0.2306], "charge": 0, "homo_lumo_gap_ev": 9.92, "relative_energy_kcal_mol": 145.71, "e_homo_ev": -8.957}

***

Entry 3:
{"formula": "C27H54IrN10P", "method": "ωB97M-V/def2-TZVPD", "elements": ["Ir", "C", "N", "C", "C", "N", "N", "C", "N", "N", "H", "H", "H", "H", "H", "H", "H", "H", "H", "H", "H", "N", "C", "C", "N", "C", "C", "N", "C", "C", "N", "H", "H", "H", "H", "H", "H", "C", "C", "C", "C", "P", "N", "C", "C", "C", "C", "C", "C", "C", "C", "H", "H", "H", "H", "H", "H", "H", "H", "H", "H", "H", "H", "H", "H", "H", "H", "H", "H", "H", "H", "H", "H", "H", "H", "H", "H", "H", "C", "C", "C", "C", "C", "H", "H", "H", "H", "H", "H", "H", "H", "H", "H"], "positions_angstrom": [[-0.48475, -1.20621, -0.70881], [2.54976, -1.98916, -5.18831], [2.16462, -1.10520, -4.09823], [3.12108, -0.08507, -3.69932], [1.13963, -1.42703, -3.25230], [0.93889, -0.82959, -2.11980], [0.30897, -2.43460, -3.66625], [-1.00956, -2.63548, -3.18089], [-1.72421, -3.43878, -4.06210], [-1.53256, -2.11022, -2.16457], [3.31178, -1.49020, -5.77957], [1.71867, -2.18104, -5.86941], [2.95844, -2.94028, -4.83505], [3.70064, 0.20328, -4.57203], [3.80929, -0.42872, -2.92346], [2.60422, 0.80936, -3.34887], [1.65517, -0.16179, -1.88555], [0.50343, -2.82081, -4.57221], [-1.21557, -4.12019, -4.60280], [-2.56497, -3.80620, -3.64655], [-2.96771, -1.19804, -2.09630], [-3.93524, -2.11850, 1.75486], [-2.94188, -2.82074, 2.43020], [-1.81083, -2.66953, 1.71209], [-2.03514, -1.90168, 0.57961], [-3.37015, -1.65025, 0.57759], [-4.13518, -1.00801, -0.38450], [-3.80426, -0.75121, -1.68320], [-4.84597, -0.07314, -2.28698], [-5.82545, 0.10062, -1.38334], [-5.41698, -0.51692, -0.19531], [-4.90971, -2.36029, 1.82262], [-3.13594, -3.35964, 3.33964], [-0.85059, -3.10287, 1.91844], [-4.81460, 0.20798, -3.32412], [-6.78544, 0.57365, -1.47651], [-5.77643, -0.26412, 0.70908], [1.11569, 4.16487, 0.21553], [0.55085, 2.80122, -0.21627], [1.51548, 2.19542, -1.24622], [-0.75563, 3.08220, -0.97140], [0.29917, 1.55006, 1.18140], [0.63855, 0.11333, 0.48761], [-1.42820, 1.75704, 1.89797], [-1.70594, 3.20503, 2.38063], [-1.58101, 0.79296, 3.08660], [-2.49352, 1.33624, 0.85702], [1.59583, 1.79845, 2.52484], [1.56086, 0.66008, 3.56635], [1.46611, 3.10047, 3.33133], [2.97880, 1.75127, 1.85470], [1.19379, 4.77288, -0.68839], [2.11231, 4.10362, 0.64431], [0.47182, 4.70779, 0.90163], [1.72585, 2.96169, -1.99604], [1.03663, 1.35637, -1.74766], [2.46382, 1.87194, -0.81724], [-0.50888, 3.72785, -1.81731], [-1.48095, 3.61446, -0.36184], [-1.20587, 2.17197, -1.36505], [-0.90358, 3.90733, 2.18670], [-1.88418, 3.22116, 3.45629], [-2.59954, 3.59981, 1.89856], [-0.99770, 1.10010, 3.94774], [-1.33055, -0.23573, 2.82293], [-2.63051, 0.80173, 3.38828], [-2.92676, 2.18704, 0.34163], [-3.29906, 0.82670, 1.38465], [-2.10760, 0.64180, 0.11049], [0.89964, 0.89016, 4.39569], [2.56551, 0.55911, 3.98228], [1.27624, -0.30358, 3.15947], [0.51300, 3.16896, 3.84967], [1.61683, 4.00249, 2.74821], [2.24418, 3.07616, 4.09819], [3.18232, 0.76559, 1.43899], [3.72940, 1.95421, 2.62157], [3.10930, 2.49125, 1.06877], [3.25661, -1.28739, 0.03836], [2.14114, -1.99633, 0.82871], [1.84422, -3.36791, 0.19994], [2.66120, -2.27684, 2.24866], [0.81263, -1.19849, 0.91931], [4.14686, -1.15030, 0.65508], [2.95168, -0.29671, -0.29621], [3.55409, -1.87070, -0.83341], [2.76130, -3.96141, 0.17112], [1.45293, -3.27114, -0.81108], [1.11012, -3.92249, 0.78898], [3.48960, -2.98618, 2.20087], [1.88392, -2.71692, 2.87902], [3.03336, -1.37612, 2.73723], [0.28638, -1.46193, 1.83298]], "forces_ev_per_angstrom": [[0.14, 0.17, -0.35], [0.00, 0.00, -0.02], [-0.03, 0.01, -0.01], [-0.07, 0.04, -0.01], [0.05, -0.10, 0.00], [0.04, -0.16, 0.02], [0.04, -0.07, 0.11], [0.06, 0.17, -0.21], [0.00, 0.07, 0.00], [0.11, -0.46, 0.35], [0.02, -0.01, 0.02], [0.00, 0.02, -0.01], [-0.02, -0.01, 0.00], [0.01, -0.01, 0.01], [0.02, -0.03, 0.06], [0.02, -0.03, -0.03], [0.08, -0.19, 0.00], [-0.02, 0.00, -0.01], [0.00, -0.01, 0.00], [0.00, -0.01, 0.01], [-0.09, -0.18, -0.08], [0.01, 0.05, 0.04], [0.02, -0.06, -0.03], [-0.09, -0.12, -0.06], [0.30, 0.19, 0.18], [-0.06, -0.02, -0.09], [-0.06, -0.01, -0.05], [-0.08, 0.32, 0.13], [-0.02, -0.03, 0.02], [0.00, 0.00, 0.00], [-0.07, -0.07, -0.03], [0.01, -0.03, -0.04], [0.00, 0.02, 0.01], [0.05, 0.03, 0.04], [0.01, 0.02, 0.00], [-0.01, 0.00, 0.00], [0.03, 0.03, 0.01], [0.02, -0.03, -0.01], [0.03, 0.03, -0.01], [-0.05, 0.04, -0.02], [0.00, -0.07, 0.01], [0.03, 0.01, 0.05], [0.05, 0.00, 0.24], [-0.04, -0.01, -0.07], [-0.02, -0.07, 0.03], [0.04, -0.02, -0.02], [0.11, 0.04, -0.05], [-0.03, 0.05, 0.05], [-0.06, -0.01, -0.03], [0.00, -0.03, -0.06], [0.02, -0.05, -0.01], [0.00, 0.01, 0.01], [-0.02, 0.02, 0.02], [-0.07, 0.00, 0.07], [0.01, 0.05, 0.00], [-0.04, 0.43, 0.13], [-0.04, -0.01, -0.03], [-0.01, -0.01, -0.01], [-0.05, 0.01, 0.06], [-0.03, -0.02, 0.02], [0.11, 0.07, -0.06], [0.03, 0.01, 0.00], [0.00, -0.01, 0.01], [0.06, 0.00, 0.04], [0.00, -0.02, -0.01], [0.01, 0.01, 0.01], [0.03, 0.07, -0.06], [-0.01, 0.05, 0.01], [-0.01, 0.01, 0.04], [-0.05, 0.02, 0.02], [-0.01, 0.00, 0.00], [-0.01, 0.03, 0.02], [-0.06, 0.00, 0.01], [-0.02, 0.05, -0.06], [0.00, 0.01, -0.01], [-0.02, 0.11, 0.05], [0.00, -0.01, 0.01], [0.02, -0.02, 0.05], [-0.04, 0.01, -0.11], [0.02, 0.00, 0.01], [0.03, 0.03, 0.05], [0.03, 0.03, 0.03], [-0.25, -0.20, -0.22], [0.01, -0.05, -0.03], [-0.04, -0.03, -0.05], [-0.01, 0.01, -0.06], [-0.01, 0.00, 0.01], [0.00, 0.03, -0.05], [-0.03, 0.01, -0.01], [0.00, -0.01, 0.00], [0.00, 0.00, 0.01], [0.00, -0.06, -0.03], [-0.05, -0.03, 0.04]], "lowdin_spin": [0.0115, 0.0000, 0.0003, 0.0000, 0.0007, 0.0012, 0.0005, 0.0006, 0.0004, 0.0026, 0.0000, 0.0000, 0.0000, 0.0000, 0.0000, 0.0000, 0.0000, 0.0000, 0.0001, 0.0000, 0.0043, 0.1074, 0.0624, 0.0077, 0.1570, 0.1064, 0.1808, 0.1425, 0.0118, 0.0432, 0.1295, 0.0062, 0.0042, -0.0006, -0.0006, 0.0023, 0.0092, 0.0000, 0.0000, 0.0001, 0.0003, 0.0000, -0.0004, 0.0006, 0.0001, 0.0004, 0.0018, -0.0001, 0.0000, 0.0000, 0.0000, 0.0000, 0.0000, 0.0000, 0.0000, 0.0001, 0.0000, 0.0000, 0.0000, 0.0004, 0.0000, 0.0000, 0.0000, 0.0000, 0.0006, 0.0003, 0.0000, 0.0015, 0.0006, 0.0000, 0.0000, 0.0000, 0.0000, 0.0000, 0.0000, 0.0000, 0.0000, 0.0000, 0.0000, 0.0002, 0.0003, 0.0001, 0.0012, 0.0000, 0.0000, 0.0000, 0.0000, 0.0002, 0.0000, 0.0000, 0.0000, 0.0000, -0.0003], "charge": 1, "homo_lumo_gap_ev": [5.61, 7.98], "relative_energy_kcal_mol": 12.96, "e_homo_ev": [-7.252, -9.614], "multiplicity": 2}